Entry 1:
{
  "formula": "C6H16O5Si",
  "method": "ωB97M-V/def2-TZVPD",
  "total_charge": 0,
  "molar_mass_g_mol": 196.3,
  "homo_ev": -8.74,
  "smiles": "CO[SiH](OC)C(OC)(OC)OC",
  "homo_lumo_gap_ha": 0.352,
  "e_above_lowest_kcal_mol": 53.65,
  "species": ["C", "O", "Si", "O", "C", "C", "O", "C", "O", "C", "O", "C", "H", "H", "H", "H", "H", "H", "H", "H", "H", "H", "H", "H", "H", "H", "H", "H"],
  "xyz": [[2.6785, 2.0033, 0.5399], [1.8944, 0.8174, 0.5568], [0.3902, 0.5041, 1.0442], [-0.3445, 1.9272, 0.9005], [-1.6747, 2.3050, 0.7167], [-0.2799, -0.7715, -0.2504], [0.5033, -1.9070, -0.5055], [0.8093, -2.7248, 0.6499], [-1.5201, -0.9720, 0.3705], [-2.4550, -1.7886, -0.3664], [-0.5203, -0.2491, -1.5154], [0.5432, 0.4008, -2.2231], [3.2769, 1.7885, -0.3592], [3.2243, 1.9905, 1.5161], [2.0994, 2.9525, 0.5492], [0.3921, -0.3528, 2.2432], [-1.6098, 3.3692, 0.4378], [-2.2178, 2.1986, 1.7034], [-2.1470, 1.6181, -0.0361], [1.3033, -3.5296, 0.1509], [-0.2492, -2.8620, 1.1218], [1.5167, -2.0438, 1.2407], [-3.1389, -2.3153, 0.4658], [-1.8632, -2.6849, -0.7442], [-2.9945, -1.1084, -1.1087], [0.2023, 0.0915, -3.2770], [1.5162, -0.1893, -1.9462], [0.6651, 1.5323, -1.8750]],
  "forces_ev_per_a": [[0.02, -0.80, 0.92], [0.19, 0.11, 0.30], [0.30, -1.42, -1.27], [0.43, 0.09, 0.54], [-0.93, -0.39, 0.68], [0.83, 1.41, 0.22], [-0.68, -0.24, -0.06], [-1.43, 3.11, -0.01], [-0.38, -0.91, -0.26], [-0.50, -1.42, 1.52], [-0.70, 0.63, 0.04], [0.90, -1.14, 0.55], [0.36, 1.16, 0.57], [0.29, 0.24, -1.06], [0.15, -0.70, -0.55], [-0.22, 0.70, 0.60], [-0.65, -0.50, -0.17], [0.27, 0.24, -1.10], [0.18, 1.02, 0.50], [0.15, -1.03, 0.63], [2.38, -0.55, -0.10], [-0.89, -1.69, -0.07], [1.04, 1.65, -1.96], [-0.94, 1.35, -0.43], [0.59, -1.55, 0.85], [1.15, 1.57, 1.19], [-1.50, 1.34, -0.80], [-0.40, -2.27, -1.27]],
  "mulliken_charge": [-0.673, -0.153, 0.076, -0.193, -0.506, 1.139, -0.452, -0.614, -0.321, -0.739, -0.409, -0.596, 0.256, 0.227, 0.259, -0.140, 0.233, 0.218, 0.203, 0.307, 0.269, 0.170, 0.239, 0.319, 0.233, 0.309, 0.244, 0.095]
}

***

Entry 2:
{
  "formula": "C6H16O6RbS2",
  "method": "ωB97M-V/def2-TZVPD",
  "total_charge": 1,
  "molar_mass_g_mol": 333.8,
  "homo_ev": -12.82,
  "homo_lumo_gap_ha": 0.319,
  "e_above_lowest_kcal_mol": 68.70,
  "species": ["Rb", "O", "S", "O", "O", "C", "C", "C", "H", "H", "H", "H", "H", "H", "H", "H", "O", "S", "O", "O", "C", "C", "C", "H", "H", "H", "H", "H", "H", "H", "H"],
  "xyz": [[0.9877, 3.1284, 1.5995], [1.2091, -2.9644, 5.1319], [0.2662, -1.8745, 5.3132], [-0.3039, -1.0907, 4.1905], [-0.9829, -2.5228, 6.0689], [-1.6056, -3.5597, 5.2607], [-3.1053, -3.7141, 5.5857], [0.8239, -0.7703, 6.7715], [-1.0188, -4.4416, 5.5175], [-1.4067, -3.5732, 4.1891], [-3.5966, -2.8855, 5.0757], [-3.3642, -3.5041, 6.6235], [-3.6428, -4.6222, 5.3129], [1.3583, -1.4712, 7.4128], [-0.0378, -0.4132, 7.3355], [1.4842, 0.0705, 6.5588], [0.0903, 2.8265, -3.7515], [-0.2427, 3.3450, -5.0875], [-0.7360, 4.7527, -5.2347], [1.0394, 2.9955, -6.1064], [1.9074, 1.8987, -5.7076], [3.0916, 1.9601, -6.6699], [-1.3373, 2.1370, -5.9952], [1.3207, 0.9814, -5.7563], [2.1914, 1.8684, -4.6557], [3.9904, 1.5082, -6.2505], [3.5388, 2.9536, -6.7037], [2.7874, 1.3943, -7.5505], [-0.8561, 1.1589, -6.0019], [-1.5741, 2.4717, -7.0052], [-2.2757, 1.9564, -5.4709]],
  "forces_ev_per_a": [[-0.06, -0.08, -0.06], [-0.50, 1.71, -0.43], [-0.76, 0.96, 0.38], [1.80, -1.16, 1.74], [-0.23, 0.85, -0.75], [-0.14, -2.75, 0.68], [0.03, 1.69, 0.00], [-0.31, -1.17, -0.43], [-0.35, -0.34, 0.46], [-0.19, 1.27, -0.10], [-0.26, -0.05, -0.26], [0.54, -0.28, 0.24], [0.73, -0.18, -0.27], [0.01, -0.04, -0.13], [-0.21, -0.13, -0.45], [-0.13, -0.28, -0.69], [-0.56, 0.85, -1.83], [-0.64, 0.39, -0.85], [1.81, -4.08, 0.13], [-0.90, 1.31, 1.82], [0.24, -0.20, 0.15], [0.19, -0.72, 1.18], [-0.38, 0.32, 0.97], [0.08, -0.23, -0.66], [0.07, 1.04, 0.04], [-0.32, -1.00, 0.25], [-0.97, 0.39, -0.98], [0.56, 0.87, -0.49], [0.42, 0.30, -0.07], [0.40, 0.26, 0.18], [0.02, 0.49, 0.24]],
  "mulliken_charge": [0.998, -0.583, 1.116, -0.612, -0.243, -0.333, -1.183, -0.874, 0.339, 0.422, 0.298, 0.316, 0.358, 0.326, 0.318, 0.336, -0.601, 1.067, -0.559, -0.278, -0.165, -1.171, -0.868, 0.275, 0.315, 0.383, 0.338, 0.284, 0.295, 0.324, 0.363]
}

***

Entry 3:
{
  "formula": "C6H16P4",
  "method": "ωB97M-V/def2-TZVPD",
  "total_charge": 0,
  "molar_mass_g_mol": 212.1,
  "homo_ev": [-7.63, -7.91],
  "homo_lumo_gap_ha": [0.239, 0.301],
  "e_above_lowest_kcal_mol": 75.03,
  "species": ["C", "C", "C", "C", "C", "C", "P", "P", "P", "P", "H", "H", "H", "H", "H", "H", "H", "H", "H", "H", "H", "H", "H", "H", "H", "H"],
  "xyz": [[-0.3959, 1.0284, 0.7590], [0.5151, 2.0279, 0.0212], [-1.5181, 0.2574, 0.0436], [-0.9185, -0.8952, -0.7348], [-2.6662, 0.0070, 1.0689], [-1.1657, -1.1992, -2.1462], [1.8920, 1.2472, -0.9567], [4.8317, -0.0760, -0.2643], [2.1827, -1.8835, 0.2433], [2.8809, 0.2674, 0.6682], [0.1441, 0.1557, 1.2625], [-0.6828, 1.6592, 1.6319], [-0.0737, 2.9349, -0.5795], [0.9501, 2.6748, 0.7557], [-2.1149, 0.9922, -0.5293], [0.0326, -1.2742, -0.2847], [-2.1939, -0.2291, 2.0554], [-3.2386, -0.9912, 0.7455], [-3.2567, 0.8644, 1.1860], [-0.3039, -1.3024, -2.8307], [-2.0255, -0.6260, -2.7087], [-1.6028, -2.2122, -2.3122], [4.7268, 0.9994, -1.2384], [5.5321, 0.9956, 0.4336], [3.5047, -2.3863, 0.3606], [2.0194, -2.2485, 1.5213]],
  "forces_ev_per_a": [[0.41, -0.20, 1.62], [-1.17, 1.32, -1.79], [-1.08, 1.61, -0.24], [0.72, 1.19, 0.84], [1.39, -4.70, 0.30], [-2.38, -0.72, -2.39], [-0.67, 0.68, -0.76], [1.01, 1.87, -0.48], [1.27, 0.56, -1.34], [-0.23, -0.93, 0.66], [0.14, 1.36, -0.51], [-0.84, -0.76, -0.43], [1.08, -2.85, 0.93], [0.70, 0.08, 0.76], [0.95, -0.40, -1.12], [-1.33, 0.09, -0.60], [-0.55, 0.03, -0.51], [0.77, 2.48, 0.74], [-1.08, 0.97, 0.01], [0.02, 0.65, 0.53], [1.87, -0.29, 1.33], [0.21, 0.04, 0.64], [-0.24, -0.88, -0.07], [-0.28, -0.86, 0.24], [-0.02, -0.03, -0.30], [-0.67, -0.33, 1.94]],
  "mulliken_charge": [-0.968, -0.831, 1.243, -0.198, -1.424, -1.117, -0.011, -0.199, -0.202, 0.046, 0.229, 0.282, 0.329, 0.479, 0.203, -0.132, 0.293, 0.300, 0.426, 0.285, 0.296, 0.323, 0.061, 0.091, 0.115, 0.081]
}

***

Entry 4:
{
  "formula": "C6H17AsFO",
  "method": "ωB97M-V/def2-TZVPD",
  "total_charge": -1,
  "molar_mass_g_mol": 199.1,
  "homo_ev": -3.44,
  "homo_lumo_gap_ha": 0.261,
  "species": ["C", "C", "C", "C", "O", "As", "C", "C", "F", "H", "H", "H", "H", "H", "H", "H", "H", "H", "H", "H", "H", "H", "H", "H", "H", "H"],
  "xyz": [[2.9604, 1.5197, 0.0716], [3.3211, -0.0715, -0.2862], [2.0292, -0.9317, -0.8135], [0.9959, -1.4183, 0.3769], [-0.4038, -1.3065, -0.0737], [-1.2695, 0.1484, 0.6731], [-3.1332, -0.5911, 0.2049], [-3.9050, 0.6293, -0.6375], [-3.0499, -1.8236, -0.6323], [2.9099, 1.7116, 1.2451], [1.9700, 1.8474, -0.4765], [3.9050, 2.1488, -0.2956], [3.9263, -0.5625, 0.5871], [4.0788, -0.0014, -1.2059], [2.4712, -1.9142, -1.3279], [1.5118, -0.3317, -1.6840], [1.1986, -2.5868, 0.5158], [1.2114, -0.9383, 1.4285], [-1.3900, -0.6137, 2.0201], [0.0456, 0.8685, 1.0734], [-1.2916, 0.8339, -0.7241], [-2.0362, 1.3929, 1.2721], [-3.7799, -0.7761, 1.1800], [-3.6331, 1.6982, -0.1855], [-3.5628, 0.6093, -1.7590], [-5.0803, 0.4591, -0.5470]],
  "forces_ev_per_a": [[1.01, -0.36, 0.29], [0.21, 0.87, -1.07], [1.03, -0.41, 0.12], [-0.44, -1.49, -0.93], [3.27, -0.72, 0.77], [-1.26, 1.05, 0.43], [-1.62, 0.99, -0.83], [-0.31, -0.71, 0.10], [-0.83, 1.93, 1.31], [-0.28, -0.49, -2.60], [2.08, -0.59, 1.26], [-2.21, -1.10, 0.65], [-1.37, 0.78, -1.53], [-1.53, -0.29, 1.92], [-0.97, 2.03, 1.05], [0.73, -1.09, 2.01], [-0.35, 2.35, -0.19], [-0.45, -0.47, -2.05], [0.36, -0.24, 0.56], [0.50, -0.06, 0.05], [0.16, 0.19, -0.45], [-0.22, 0.07, 0.20], [1.31, -0.17, -1.93], [-0.52, -2.51, -0.86], [-0.76, -0.02, 2.15], [2.43, 0.48, -0.42]],
  "mulliken_charge": [-0.775, -0.475, -0.418, -0.654, -0.554, -0.584, 0.018, -0.981, -0.366, 0.203, 0.207, 0.281, 0.266, 0.296, 0.243, 0.262, 0.191, 0.396, 0.114, 0.050, 0.061, 0.164, 0.217, 0.316, 0.258, 0.265]
}

***

Entry 5:
{
  "formula": "C6H17FNbS",
  "method": "ωB97M-V/def2-TZVPD",
  "total_charge": -1,
  "molar_mass_g_mol": 233.2,
  "homo_ev": -4.01,
  "homo_lumo_gap_ha": 0.251,
  "species": ["C", "C", "S", "C", "Nb", "C", "C", "C", "F", "H", "H", "H", "H", "H", "H", "H", "H", "H", "H", "H", "H", "H", "H", "H", "H", "H"],
  "xyz": [[-0.2918, -0.2367, 2.9909], [-1.0976, 0.9589, 2.4573], [-0.0920, 2.4433, 2.2070], [-0.4156, 2.7649, 0.4277], [0.5347, 1.2461, -0.9949], [1.0591, -0.6342, -2.2010], [0.9011, -1.9799, -1.4783], [-0.4982, -2.4876, -1.3858], [-0.8483, -3.1927, -2.5537], [0.7486, 0.0340, 3.0161], [-0.6348, -0.5574, 3.9639], [-0.3577, -1.0515, 2.2870], [-1.5500, 0.7069, 1.5112], [-1.9039, 1.1902, 3.1347], [-1.4892, 2.7240, 0.3301], [-0.0866, 3.7664, 0.1855], [-1.1336, 0.4425, -0.8827], [0.1168, 2.1767, -2.5201], [2.1874, 2.0363, -1.0789], [1.2312, 0.3046, 0.4274], [2.1153, -0.5099, -2.4207], [0.5289, -0.6352, -3.1474], [1.4718, -2.7531, -1.9895], [1.3159, -1.8908, -0.4877], [-1.2168, -1.6915, -1.2499], [-0.5948, -3.1741, -0.5482]],
  "forces_ev_per_a": [[-0.20, 0.39, -0.50], [0.29, -0.24, 0.18], [0.05, 0.43, -0.19], [-0.54, -1.56, 0.21], [0.06, 0.11, -0.02], [-1.12, -0.08, 1.15], [0.23, 0.38, -0.74], [-0.18, -0.20, 0.28], [-0.07, 0.00, -0.05], [0.48, 0.03, 0.26], [-0.03, -0.12, 0.31], [-0.10, -0.45, -0.11], [-0.07, 0.01, -0.41], [-0.30, 0.23, 0.27], [-0.45, 0.35, -0.08], [0.34, 0.27, -0.07], [-0.22, -0.07, 0.12], [0.54, 0.26, -0.46], [0.36, 0.27, 0.05], [0.67, -0.03, -0.24], [0.39, 0.47, 0.01], [-0.17, -0.05, -0.29], [0.19, -0.33, -0.08], [0.11, 0.01, 0.48], [-0.16, 0.27, -0.10], [-0.09, -0.35, 0.02]],
  "mulliken_charge": [-0.946, -0.389, -0.138, -0.940, -0.543, -1.214, -0.284, -0.226, -0.345, 0.328, 0.323, 0.152, 0.177, 0.440, 0.363, 0.395, -0.007, -0.075, -0.028, 0.066, 0.407, 0.425, 0.310, 0.336, 0.184, 0.229]
}

***

Entry 6:
{
  "formula": "C6H17INO2",
  "method": "ωB97M-V/def2-TZVPD",
  "total_charge": -1,
  "molar_mass_g_mol": 262.1,
  "homo_ev": -4.04,
  "homo_lumo_gap_ha": 0.266,
  "e_above_lowest_kcal_mol": 0.00,
  "species": ["I", "C", "C", "O", "H", "H", "H", "H", "H", "H", "C", "C", "C", "O", "C", "N", "H", "H", "H", "H", "H", "H", "H", "H", "H", "H", "H"],
  "xyz": [[-1.8163, 1.6017, -0.4831], [-0.6494, 4.8469, 3.8382], [-0.6612, 4.1924, 2.4625], [-0.7785, 2.8194, 2.6184], [0.1702, 4.4170, 4.4189], [-1.5369, 4.4906, 4.3719], [-0.6326, 5.9330, 3.7958], [0.2529, 4.5242, 1.9423], [-1.4641, 4.6130, 1.8417], [-1.0584, 2.3710, 1.7904], [-1.3303, -3.0037, -0.6159], [0.1481, -2.6771, -0.7252], [0.5618, -2.3602, -2.1660], [1.8878, -1.9037, -2.1305], [2.5578, -2.0253, -3.3597], [0.4608, -1.4980, 0.1320], [-1.9791, -2.1800, -0.9151], [-1.6111, -3.3122, 0.3914], [-1.4764, -3.8846, -1.2643], [0.7092, -3.5535, -0.3798], [-0.1529, -1.5918, -2.5024], [0.4519, -3.2133, -2.8482], [3.5950, -1.7273, -3.2212], [2.1586, -1.3373, -4.1148], [2.4772, -3.0503, -3.7333], [-0.0304, -1.6824, 1.0144], [-0.2537, -0.8084, -0.1584]],
  "forces_ev_per_a": [[-0.09, -0.09, -0.08], [-0.50, -1.13, 0.16], [0.08, 1.16, -0.43], [0.10, -0.59, 0.26], [0.27, 0.40, -0.08], [-0.14, 0.36, -0.04], [0.15, 0.03, 0.05], [0.15, -0.46, -0.05], [-0.20, -0.15, 0.16], [0.12, 0.37, 0.03], [0.08, -1.09, -0.78], [-0.04, 0.55, 0.61], [-0.63, 0.34, 0.74], [0.43, -0.10, -0.36], [-0.31, 0.41, 0.02], [-1.31, -0.24, 0.05], [0.09, 0.03, -0.11], [0.14, 0.10, 0.09], [-0.54, 0.21, 0.06], [0.19, 0.18, 0.05], [0.33, 0.20, -0.26], [0.05, -0.20, 0.19], [0.08, -0.24, 0.19], [-0.22, -0.07, -0.07], [0.20, -0.08, -0.14], [0.72, -0.39, 0.24], [0.81, 0.47, -0.50]],
  "mulliken_charge": [-0.796, -1.073, -0.097, -0.424, 0.257, 0.276, 0.345, 0.218, 0.286, 0.079, -1.340, 0.412, -0.731, -0.275, -0.744, -0.625, 0.334, 0.395, 0.355, 0.263, 0.295, 0.374, 0.247, 0.289, 0.305, 0.284, 0.093]
}